No. 1
{"formula": "C5H9NO2", "method": "ωB97M-V/def2-TZVPD", "species": ["N", "C", "O", "C", "C", "C", "C", "O", "H", "H", "H", "H", "H", "H", "H", "H", "H"], "coordinates": [[1.649, -0.107, -1.260], [0.943, -1.065, -0.601], [0.829, -2.228, -1.302], [0.313, -0.925, 0.569], [0.130, 0.382, 1.289], [-1.259, 0.940, 0.988], [-1.420, 1.213, -0.490], [-2.251, 0.643, -1.189], [2.109, -0.536, -2.062], [2.348, 0.313, -0.653], [-0.113, -2.271, -1.554], [-0.218, -1.778, 0.985], [0.899, 1.111, 1.004], [0.239, 0.218, 2.367], [-2.039, 0.237, 1.301], [-1.420, 1.881, 1.522], [-0.740, 1.972, -0.916]], "lowdin_charge": [0.130, -0.506, 0.039, -0.080, -0.210, -0.172, -0.260, 0.030, 0.107, 0.104, 0.126, 0.118, 0.104, 0.110, 0.121, 0.115, 0.123], "homo_ev": -8.29, "relative_energy_kcal_mol": 34.3, "e_tot_ev": -10915.090, "smiles": "N/C(O)=C\\CCC=O"}

---

No. 2
{"formula": "C25H27N3O2S", "method": "ωB97M-V/def2-TZVPD", "species": ["C", "C", "C", "C", "C", "C", "C", "H", "H", "H", "N", "C", "O", "C", "C", "C", "C", "C", "S", "H", "H", "H", "H", "H", "C", "C", "C", "C", "N", "C", "C", "H", "H", "H", "H", "H", "C", "O", "N", "H", "C", "C", "H", "H", "C", "H", "H", "C", "H", "H", "C", "H", "H", "H", "H", "H", "H", "H"], "coordinates": [[-1.861, -0.379, 4.349], [-1.715, 0.155, 2.865], [-1.052, -0.442, 1.838], [-1.132, -0.076, 0.541], [-1.777, 0.988, 0.112], [-2.514, 1.774, 1.314], [-2.586, 1.235, 2.718], [-3.036, 1.933, 3.202], [-2.997, 2.823, 0.935], [-1.741, 1.500, -0.754], [-0.568, -0.561, -0.438], [-1.058, -1.826, -1.100], [-0.295, -2.706, -1.951], [-2.292, -2.329, -0.475], [-3.403, -1.411, -0.709], [-4.353, -1.073, 0.511], [-5.147, -0.196, 0.024], [-5.006, 0.307, -1.226], [-3.561, -0.386, -2.101], [-5.525, 1.147, -1.759], [-5.997, 0.370, 0.512], [-4.407, -1.383, 1.523], [-2.567, -3.162, -1.087], [-2.276, -2.716, 0.691], [0.833, -0.169, -1.069], [1.057, 1.180, -0.875], [1.210, 1.701, 0.297], [1.342, 3.426, 0.176], [1.125, 3.893, -0.819], [1.025, 3.199, -1.965], [0.881, 1.968, -2.112], [0.658, 1.310, -3.117], [0.944, 3.861, -2.924], [1.456, 3.741, 1.066], [1.251, 1.320, 1.256], [1.056, -0.567, -1.785], [1.896, -0.942, -0.028], [1.563, -1.556, 1.399], [3.118, -0.648, -0.213], [3.194, -0.037, -0.976], [4.374, -1.195, 0.688], [4.957, 0.172, 1.279], [4.529, 0.973, 0.707], [5.059, 0.002, 2.154], [6.402, 0.015, 0.388], [7.300, -0.653, 1.147], [7.051, 0.809, 0.298], [6.437, -1.030, -0.762], [7.255, -1.252, -1.252], [5.776, -0.197, -1.555], [5.295, -1.863, -0.404], [4.778, -2.347, -1.238], [5.940, -2.626, 0.140], [3.965, -1.808, 1.443], [-0.571, -1.518, 2.203], [-1.851, 0.522, 5.205], [-1.094, -1.105, 4.376], [-2.912, -0.940, 4.469]], "lowdin_charge": [-0.057, -0.287, -0.004, -0.506, 0.007, 0.063, -0.035, 0.026, 0.127, 0.069, 0.063, -0.176, -0.095, -0.186, -0.478, -0.066, -0.331, -0.358, 1.035, 0.072, 0.138, 0.104, 0.109, 0.203, -0.064, -0.299, 0.128, -0.074, 0.076, -0.187, -0.018, 0.195, 0.145, 0.046, 0.096, -0.001, -0.124, -0.234, 0.100, 0.123, -0.103, 0.014, 0.101, -0.011, -0.152, 0.171, 0.038, -0.225, 0.050, 0.168, -0.208, 0.120, 0.135, 0.108, 0.180, 0.135, 0.025, 0.108], "homo_ev": -7.78, "relative_energy_kcal_mol": 576.6, "e_tot_ev": -45740.129}

---

No. 3
{"formula": "C37H37F5N", "method": "ωB97M-V/def2-TZVPD", "species": ["C", "C", "C", "C", "C", "C", "N", "C", "H", "H", "H", "H", "H", "H", "H", "H", "H", "H", "H", "H", "F", "C", "C", "C", "C", "C", "C", "H", "H", "H", "H", "H", "F", "C", "C", "C", "C", "C", "C", "H", "H", "H", "H", "H", "F", "C", "C", "C", "C", "C", "C", "H", "H", "H", "H", "H", "F", "C", "C", "C", "C", "C", "C", "H", "H", "H", "H", "H", "F", "C", "C", "C", "C", "C", "C", "H", "H", "H", "H", "H"], "coordinates": [[1.480, 1.064, 1.153], [1.696, 0.788, -0.324], [1.944, -0.754, -0.906], [3.020, -1.460, 0.110], [4.517, -0.799, 0.277], [5.304, -2.000, 1.077], [4.670, -3.201, 0.788], [3.461, -3.025, -0.105], [0.685, 0.430, 1.752], [2.143, 1.861, 1.718], [1.681, 1.674, -1.123], [0.956, -1.401, -0.899], [2.407, -0.741, -1.985], [2.617, -1.481, 1.229], [4.567, 0.302, 0.671], [5.127, -0.768, -0.748], [6.249, -1.832, 1.760], [4.928, -4.166, 1.152], [3.436, -3.502, -1.173], [2.643, -3.658, 0.480], [4.611, 2.507, -0.324], [4.774, 3.570, 0.474], [3.778, 4.537, 0.538], [3.946, 5.642, 1.373], [5.115, 5.773, 2.127], [6.112, 4.799, 2.052], [5.938, 3.689, 1.226], [2.880, 4.423, -0.061], [3.169, 6.400, 1.436], [5.247, 6.637, 2.774], [7.022, 4.905, 2.636], [6.699, 2.918, 1.162], [-4.249, -1.714, -5.091], [-2.981, -1.911, -4.704], [-1.994, -2.099, -5.665], [-0.673, -2.299, -5.263], [-0.357, -2.319, -3.902], [-1.356, -2.135, -2.945], [-2.674, -1.923, -3.348], [-2.260, -2.088, -6.717], [0.107, -2.439, -6.006], [0.673, -2.480, -3.589], [-1.107, -2.155, -1.887], [-3.461, -1.769, -2.618], [2.555, 6.514, 4.614], [2.198, 5.247, 4.860], [0.899, 4.969, 5.271], [0.526, 3.649, 5.523], [1.460, 2.621, 5.371], [2.763, 2.911, 4.964], [3.133, 4.229, 4.701], [0.189, 5.781, 5.391], [-0.490, 3.420, 5.836], [1.169, 1.592, 5.572], [3.489, 2.109, 4.850], [4.139, 4.471, 4.375], [-0.322, -3.139, -0.481], [-1.086, -3.563, 0.534], [-2.470, -3.562, 0.397], [-3.265, -4.008, 1.452], [-2.668, -4.442, 2.638], [-1.278, -4.435, 2.768], [-0.483, -3.999, 1.709], [-2.916, -3.214, -0.529], [-4.348, -4.018, 1.352], [-3.289, -4.786, 3.463], [-0.815, -4.769, 3.694], [0.599, -3.995, 1.790], [-11.193, -0.356, -3.838], [-9.864, -0.485, -3.948], [-9.289, -1.748, -3.858], [-7.906, -1.883, -3.977], [-7.111, -0.751, -4.173], [-7.697, 0.513, -4.256], [-9.081, 0.647, -4.149], [-9.922, -2.615, -3.697], [-7.448, -2.867, -3.917], [-6.032, -0.856, -4.261], [-7.076, 1.393, -4.405], [-9.554, 1.620, -4.220]], "lowdin_charge": [-0.022, -0.120, -0.134, -0.267, -0.084, 0.103, 0.046, -0.118, 0.076, 0.067, 0.117, 0.101, 0.128, 0.152, 0.120, 0.160, 0.176, 0.195, 0.160, 0.132, 0.033, -0.301, -0.016, -0.071, -0.101, -0.081, -0.024, 0.116, 0.114, 0.112, 0.110, 0.110, 0.058, -0.276, -0.008, -0.077, -0.097, -0.086, -0.009, 0.121, 0.107, 0.089, 0.067, 0.113, 0.065, -0.284, -0.010, -0.078, -0.105, -0.094, -0.020, 0.120, 0.107, 0.098, 0.099, 0.101, 0.011, -0.278, -0.002, -0.061, -0.081, -0.077, -0.026, 0.106, 0.114, 0.109, 0.108, 0.093, 0.065, -0.290, -0.018, -0.081, -0.098, -0.081, -0.018, 0.116, 0.104, 0.074, 0.105, 0.116], "homo_ev": -10.24, "charge": 1, "e_tot_ev": -54033.736}